Entry 1:
Here is C34H45N5ORu as an isolated structure in a non-equilibrium geometry from the OMol25 dataset. Energies are from ωB97M-V with the def2-TZVPD basis set.

Summary:
E = -48061.5196 eV
HOMO level (spin up / spin down) = 0.0 / -4.7 eV
net charge = -1
frontier orbital gap (spin up / spin down) = 2.500 / 6.152 eV
spin multiplicity = 6
max |F| = 4.01 eV/A

Positions of all 86 atoms, in Å:
Ru (0.955, -0.273, 0.068)
N (-0.182, -2.415, 2.390)
N (0.476, -2.487, -1.139)
C (2.127, 1.486, -0.339)
C (2.957, 0.333, -0.057)
C (2.688, -0.078, 1.303)
C (3.341, -1.189, 2.069)
H (3.869, -1.841, 1.377)
H (2.594, -1.772, 2.612)
H (4.047, -0.790, 2.805)
C (1.747, 0.857, 1.857)
C (1.238, 0.761, 3.231)
H (1.800, 1.339, 3.971)
H (1.230, -0.302, 3.468)
H (0.219, 1.116, 3.196)
C (1.342, 1.779, 0.836)
C (0.310, 2.857, 0.958)
H (-0.487, 2.530, 1.622)
H (-0.120, 3.066, -0.021)
H (0.747, 3.774, 1.360)
C (3.969, -0.303, -0.943)
H (4.940, -0.340, -0.441)
H (4.032, 0.271, -1.862)
H (3.672, -1.329, -1.175)
C (2.070, 2.257, -1.614)
H (1.026, 2.383, -1.917)
H (2.580, 1.682, -2.383)
H (2.540, 3.243, -1.508)
C (-1.202, -2.776, 3.180)
H (-1.485, -2.132, 3.998)
C (-1.915, -3.963, 3.017)
H (-2.640, -4.234, 3.795)
C (-1.632, -4.758, 1.896)
H (-2.111, -5.739, 1.750)
C (-0.698, -4.261, 0.971)
H (-0.372, -4.806, 0.080)
C (-0.048, -3.045, 1.242)
C (0.884, -2.470, 0.245)
H (1.920, -2.794, 0.410)
C (0.503, -1.183, -1.587)
C (0.323, -3.332, -2.223)
H (0.257, -4.407, -2.043)
C (0.222, -2.577, -3.322)
H (0.049, -2.832, -4.372)
N (0.360, -1.225, -2.948)
C (0.449, -0.066, -3.828)
C (1.656, 0.232, -4.474)
C (1.711, 1.349, -5.321)
H (2.652, 1.602, -5.822)
C (0.583, 2.146, -5.534)
C (0.639, 3.336, -6.452)
H (0.604, 4.275, -5.881)
H (-0.219, 3.331, -7.138)
H (1.571, 3.317, -7.029)
C (-0.602, 1.833, -4.865)
H (-1.485, 2.455, -5.030)
C (-0.678, 0.738, -3.997)
C (-1.949, 0.404, -3.291)
H (-2.371, -0.551, -3.642)
H (-2.676, 1.192, -3.513)
H (-1.819, 0.358, -2.197)
C (2.881, -0.600, -4.277)
H (3.009, -1.323, -5.098)
H (2.856, -1.151, -3.332)
H (3.767, 0.055, -4.275)
C (-0.870, -0.226, 4.979)
N (-1.968, 0.232, 4.105)
C (-2.982, 0.778, 4.955)
C (-3.816, 1.777, 4.199)
C (-4.364, 1.107, 2.950)
N (-3.171, 0.843, 2.165)
C (-3.228, 1.251, 0.770)
C (-2.027, 0.342, 2.726)
O (-1.081, 0.026, 1.983)
H (-1.376, -0.609, 5.864)
H (-0.280, 0.614, 5.338)
H (-0.181, -0.950, 4.579)
H (-3.586, -0.096, 5.272)
H (-2.419, 1.199, 5.814)
H (-3.171, 2.627, 3.919)
H (-4.627, 2.112, 4.837)
H (-5.011, 1.731, 2.316)
H (-4.836, 0.131, 3.201)
H (-2.442, 0.761, 0.191)
H (-4.206, 1.001, 0.344)
H (-3.085, 2.341, 0.674)

Here are the Löwdin charges for atoms 1 to 4, given in e: 1.43, 0.03, -0.08, -0.31

Entry 2:
Here is C34H46As3NOPPdSTe as an isolated structure from the OMol25 dataset. Energies are from ωB97M-V with the def2-TZVPD basis set.

Summary:
E = -252947.6240 eV
HOMO level (spin up / spin down) = -9.3 / -10.1 eV
net charge = +1
frontier orbital gap (spin up / spin down) = 6.776 / 5.689 eV
spin multiplicity = 3
max |F| = 0.81 eV/A

Positions of all 89 atoms, in Å:
Pd (-0.716, -0.560, -1.063)
C (2.881, -1.803, -0.620)
As (1.707, -0.434, -1.322)
C (2.295, -0.415, -3.169)
C (2.568, 1.132, -0.528)
C (2.097, 2.561, -0.892)
C (2.441, 2.863, -2.352)
C (0.599, 2.756, -0.601)
As (-0.776, 1.975, -1.764)
C (-2.268, 2.680, -0.720)
C (-0.894, 3.286, -3.198)
C (2.886, 3.487, 0.067)
As (3.001, 5.470, -0.003)
C (1.378, 6.122, -0.896)
C (4.220, 5.686, -1.524)
H (3.890, -1.635, -0.993)
H (2.526, -2.778, -0.952)
H (2.885, -1.769, 0.468)
H (3.274, 0.056, -3.241)
H (1.580, 0.113, -3.795)
H (2.356, -1.448, -3.503)
H (3.633, 1.043, -0.762)
H (2.463, 0.976, 0.551)
H (1.934, 2.182, -3.035)
H (3.515, 2.769, -2.530)
H (2.145, 3.874, -2.625)
H (0.374, 3.818, -0.557)
H (0.377, 2.342, 0.383)
H (-2.095, 3.735, -0.504)
H (-2.366, 2.128, 0.214)
H (-3.190, 2.582, -1.291)
H (-0.816, 4.286, -2.774)
H (-1.865, 3.168, -3.677)
H (-0.115, 3.137, -3.942)
H (3.947, 3.214, 0.029)
H (2.567, 3.263, 1.089)
H (0.508, 6.008, -0.250)
H (1.188, 5.660, -1.863)
H (1.535, 7.191, -1.048)
H (5.108, 5.075, -1.359)
H (4.532, 6.729, -1.566)
H (3.768, 5.416, -2.475)
O (-3.615, -0.302, -2.334)
N (-3.237, -0.515, -1.016)
C (-4.109, -0.217, -0.142)
C (-3.932, -0.320, 1.326)
C (-5.094, -0.051, 2.047)
C (-5.105, -0.048, 3.432)
C (-3.931, -0.306, 4.115)
C (-2.766, -0.576, 3.409)
C (-2.736, -0.598, 2.015)
P (-1.162, -1.081, 1.204)
C (0.090, -0.542, 2.416)
C (1.007, -1.389, 3.026)
C (2.003, -0.868, 3.849)
C (2.086, 0.498, 4.074)
C (1.160, 1.351, 3.482)
C (0.175, 0.832, 2.657)
C (-1.229, -2.916, 1.324)
C (-0.136, -3.661, 0.877)
C (-0.144, -5.044, 0.945)
C (-1.261, -5.713, 1.435)
C (-2.361, -4.987, 1.861)
C (-2.341, -3.596, 1.816)
H (-4.559, -0.072, -2.346)
H (-5.075, 0.172, -0.470)
H (-6.009, 0.162, 1.506)
H (-6.022, 0.161, 3.968)
H (-3.914, -0.303, 5.197)
H (-1.861, -0.789, 3.962)
H (0.949, -2.461, 2.874)
H (2.710, -1.538, 4.321)
H (2.861, 0.898, 4.714)
H (1.205, 2.418, 3.666)
H (-0.553, 1.504, 2.214)
H (0.724, -3.153, 0.456)
H (0.714, -5.604, 0.596)
H (-1.271, -6.795, 1.479)
H (-3.239, -5.499, 2.234)
H (-3.205, -3.047, 2.167)
Te (-0.951, -2.625, -2.829)
C (-0.606, -4.602, -2.408)
C (0.588, -5.279, -2.345)
C (0.421, -6.657, -2.052)
C (-0.895, -6.993, -1.889)
S (-1.923, -5.658, -2.114)
H (1.546, -4.803, -2.508)
H (1.234, -7.364, -1.965)
H (-1.303, -7.965, -1.655)

Here are the Löwdin charges for atoms 1 to 4, given in e: -0.06, -0.27, 1.01, -0.30

Entry 3:
Here is C34H47BrGeN5O2PbSe as an isolated structure from the OMol25 dataset. Energies are from ωB97M-V with the def2-TZVPD basis set.

Summary:
E = -244695.5434 eV
HOMO level (spin up / spin down) = -15.7 / -15.7 eV
net charge = +3
frontier orbital gap (spin up / spin down) = 4.849 / 4.353 eV
energy relative to the best compared isomer or geometry (same formula, charge and spin) = 0.233 eV
max |F| = 0.53 eV/A

Positions of all 92 atoms, in Å:
Pb (0.215, 0.050, 0.381)
C (7.418, -0.710, 0.989)
C (6.913, 0.098, -0.218)
C (7.536, 1.493, -0.180)
C (7.333, -0.600, -1.520)
C (5.397, 0.145, -0.151)
C (4.641, -1.023, -0.254)
C (3.271, -0.967, -0.154)
N (2.594, 0.182, 0.024)
C (3.297, 1.325, 0.105)
C (4.680, 1.326, 0.029)
C (2.522, 2.589, 0.266)
C (3.123, 3.840, 0.184)
C (2.368, 5.001, 0.298)
C (0.992, 4.833, 0.477)
C (0.469, 3.563, 0.551)
N (1.208, 2.455, 0.457)
C (2.976, 6.394, 0.233)
C (4.491, 6.353, 0.035)
C (2.666, 7.122, 1.550)
C (2.341, 7.154, -0.942)
H (8.504, -0.789, 0.942)
H (7.012, -1.722, 0.999)
H (7.155, -0.222, 1.930)
H (8.620, 1.402, -0.238)
H (7.307, 2.020, 0.749)
H (7.215, 2.105, -1.026)
H (8.421, -0.610, -1.588)
H (6.945, -0.076, -2.395)
H (6.995, -1.636, -1.560)
H (5.111, -1.985, -0.403)
H (2.677, -1.867, -0.214)
H (5.215, 2.257, 0.116)
H (4.185, 3.917, 0.020)
H (0.335, 5.687, 0.565)
H (-0.595, 3.415, 0.707)
H (4.997, 5.849, 0.861)
H (4.874, 7.372, -0.004)
H (4.768, 5.867, -0.903)
H (3.096, 6.596, 2.404)
H (1.594, 7.230, 1.716)
H (3.097, 8.123, 1.520)
H (2.540, 6.652, -1.891)
H (2.765, 8.157, -0.996)
H (1.262, 7.260, -0.825)
Br (-1.023, 1.955, 3.336)
C (-0.118, 0.354, 3.801)
C (0.102, 0.042, 5.127)
C (0.677, -1.192, 5.404)
C (0.952, -2.068, 4.365)
C (0.705, -1.657, 3.068)
N (0.217, -0.438, 2.793)
C (0.875, -2.625, 1.898)
O (1.104, -3.783, 2.140)
O (0.699, -2.102, 0.719)
H (-0.173, 0.733, 5.910)
H (0.876, -1.475, 6.429)
H (1.341, -3.063, 4.529)
N (-4.095, -0.701, 1.589)
C (-3.767, -1.838, 0.991)
C (-4.573, -3.013, 1.164)
C (-4.119, -4.195, 0.634)
C (-2.910, -4.185, -0.055)
C (-2.209, -2.950, -0.228)
N (-2.628, -1.810, 0.252)
H (-4.884, -0.651, 2.219)
H (-3.411, 0.046, 1.623)
H (-5.488, -2.959, 1.741)
H (-4.677, -5.112, 0.766)
H (-2.492, -5.090, -0.474)
H (-1.274, -2.941, -0.776)
C (-4.879, 4.077, 1.377)
Ge (-5.804, 3.966, -0.328)
C (-6.409, 5.642, -1.076)
C (-7.057, 2.486, -0.430)
C (-4.222, 3.509, -1.685)
Se (-3.530, 1.811, -1.417)
C (-4.568, 0.829, -2.718)
H (-5.562, 4.469, 2.132)
H (-4.027, 4.755, 1.317)
H (-4.534, 3.097, 1.710)
H (-7.251, 6.002, -0.484)
H (-6.745, 5.512, -2.104)
H (-5.620, 6.392, -1.044)
H (-7.791, 2.596, 0.370)
H (-6.561, 1.523, -0.296)
H (-7.598, 2.483, -1.376)
H (-3.482, 4.268, -1.435)
H (-4.637, 3.632, -2.684)
H (-5.624, 0.957, -2.485)
H (-4.280, -0.217, -2.657)
H (-4.342, 1.230, -3.704)

Here are the Löwdin charges for atoms 1 to 4, given in e: 1.35, -0.02, -0.55, -0.05

Entry 4:
Here is C34H47ClIIrN5OPS as an isolated structure from the OMol25 dataset. Energies are from ωB97M-V with the def2-TZVPD basis set.

Summary:
E = -89090.5817 eV
HOMO level (spin up / spin down) = -12.1 / -13.8 eV
net charge = +2
frontier orbital gap (spin up / spin down) = 6.375 / 6.329 eV
spin multiplicity = 5
energy relative to the best compared isomer or geometry (same formula, charge and spin) = 0.312 eV
max |F| = 0.56 eV/A

Positions of all 92 atoms, in Å:
Ir (-0.116, 0.001, -0.179)
Cl (4.274, -5.735, -0.293)
C (3.501, -4.265, 0.079)
C (3.921, -3.544, 1.182)
C (3.314, -2.347, 1.534)
I (3.935, -1.288, 3.177)
C (2.227, -1.826, 0.754)
O (1.634, -0.769, 1.043)
C (1.818, -2.587, -0.428)
N (0.809, -2.059, -1.132)
C (0.337, -2.734, -2.164)
C (0.878, -3.954, -2.578)
C (1.933, -4.490, -1.878)
C (2.425, -3.803, -0.758)
H (4.735, -3.932, 1.779)
H (-0.512, -2.296, -2.679)
H (0.465, -4.463, -3.438)
H (2.373, -5.433, -2.172)
C (-2.943, -0.106, -2.624)
C (-3.212, 1.337, -3.058)
C (-3.888, 2.151, -1.943)
C (-3.637, 1.604, -0.531)
C (-4.223, 0.179, -0.444)
C (-4.088, -0.618, -1.757)
P (-1.904, 1.799, 0.114)
C (-2.002, 2.024, 1.968)
C (-1.503, 0.824, 2.785)
C (-2.564, -0.240, 3.038)
C (-3.795, 0.363, 3.703)
C (-4.365, 1.479, 2.835)
C (-3.324, 2.560, 2.550)
C (-1.362, 3.494, -0.414)
C (-2.312, 4.655, -0.034)
C (-2.003, 5.912, -0.862)
C (-0.503, 6.034, -1.105)
C (-0.009, 4.882, -1.999)
C (-0.912, 3.646, -1.872)
H (-2.011, -0.156, -2.050)
H (-2.809, -0.744, -3.502)
H (-3.870, 1.333, -3.929)
H (-2.282, 1.813, -3.379)
H (-4.973, 2.113, -2.078)
H (-3.626, 3.204, -2.015)
H (-4.200, 2.236, 0.163)
H (-5.283, 0.283, -0.202)
H (-3.776, -0.369, 0.386)
H (-5.016, -0.541, -2.330)
H (-3.960, -1.679, -1.535)
H (-1.248, 2.809, 2.091)
H (-1.162, 1.210, 3.752)
H (-0.614, 0.382, 2.317)
H (-2.139, -1.032, 3.659)
H (-2.861, -0.698, 2.085)
H (-3.520, 0.764, 4.684)
H (-4.551, -0.404, 3.878)
H (-5.226, 1.939, 3.322)
H (-4.735, 1.045, 1.897)
H (-3.071, 3.052, 3.496)
H (-3.752, 3.336, 1.919)
H (-0.455, 3.612, 0.185)
H (-2.180, 4.886, 1.023)
H (-3.361, 4.384, -0.167)
H (-2.387, 6.791, -0.344)
H (-2.526, 5.871, -1.822)
H (0.014, 6.011, -0.142)
H (-0.260, 6.994, -1.560)
H (1.016, 4.625, -1.716)
H (0.016, 5.201, -3.043)
H (-0.404, 2.749, -2.225)
H (-1.775, 3.772, -2.524)
C (-3.995, -4.195, -0.230)
N (-3.185, -3.470, 0.752)
C (-3.478, -3.668, 2.175)
C (-2.411, -2.491, 0.373)
N (-1.726, -1.618, 0.040)
H (-3.932, -5.262, -0.020)
H (-3.612, -4.008, -1.231)
H (-5.037, -3.878, -0.178)
H (-3.465, -4.736, 2.387)
H (-4.459, -3.262, 2.425)
H (-2.719, -3.175, 2.776)
S (1.764, 2.050, 0.130)
C (1.857, 1.731, -1.492)
N (2.698, 2.394, -2.346)
C (2.781, 2.119, -3.663)
C (1.999, 1.137, -4.195)
C (1.135, 0.476, -3.310)
N (1.057, 0.761, -2.030)
H (3.277, 3.119, -1.940)
H (3.483, 2.708, -4.236)
H (2.039, 0.890, -5.243)
H (0.471, -0.303, -3.668)

Here are the Löwdin charges for atoms 1 to 4, given in e: 1.04, 0.83, -0.57, -0.15

Entry 5:
Here is a 10-piece molecular cluster, C34H47F21O26S3 overall in a non-equilibrium geometry from the OMol25 dataset. Energies are from ωB97M-V with the def2-TZVPD basis set.

Summary:
SMILES = CCOC(=O)C(F)(F)F.CCOC(=O)C(F)(F)F.CCOC(=O)C(F)(F)F.CCOC(=O)C(F)(F)F.CCOC(=O)C(F)(F)F.CCOC(=O)C(F)(F)F.CCOC(=O)C(F)(F)F.O=S1(=O)OCCO1.O=S1(=O)OCCO1.O=S1(=O)OCCO1
E = -178820.6931 eV
HOMO level = -11.0 eV
net charge = 0
frontier orbital gap = 10.954 eV
energy relative to the best compared isomer or geometry (same formula, charge and spin) = 6.593 eV
max |F| = 6.37 eV/A

Positions of all 131 atoms, in Å:
C (-5.615, 3.686, 0.128)
C (-5.362, 3.999, -1.308)
O (-5.927, 3.120, -2.298)
C (-6.637, 3.607, -3.341)
O (-6.716, 4.836, -3.748)
C (-7.467, 2.527, -4.127)
F (-8.845, 2.808, -4.200)
F (-6.911, 2.476, -5.308)
F (-7.323, 1.301, -3.507)
H (-5.138, 2.716, 0.270)
H (-6.691, 3.766, 0.284)
H (-5.124, 4.452, 0.728)
H (-4.291, 3.937, -1.501)
H (-5.792, 4.995, -1.409)
C (1.631, 10.269, -4.546)
C (1.302, 11.702, -4.184)
O (0.690, 11.858, -2.840)
C (1.435, 11.520, -1.717)
O (2.634, 11.240, -1.752)
C (0.756, 11.853, -0.333)
F (1.029, 13.105, -0.062)
F (-0.578, 11.720, -0.378)
F (1.195, 11.029, 0.583)
H (1.486, 10.132, -5.617)
H (1.148, 9.417, -4.067)
H (2.685, 10.007, -4.456)
H (0.594, 12.004, -4.957)
H (2.105, 12.413, -4.377)
C (-0.669, 8.376, -0.721)
C (-0.341, 7.073, -1.452)
O (-0.494, 5.887, -0.594)
C (-1.421, 4.907, -0.815)
O (-2.098, 4.960, -1.823)
C (-1.220, 3.825, 0.270)
F (-0.656, 4.303, 1.400)
F (-2.379, 3.351, 0.547)
F (-0.394, 2.885, -0.193)
H (-0.653, 9.213, -1.419)
H (0.059, 8.461, 0.085)
H (-1.604, 8.352, -0.163)
H (0.680, 7.137, -1.830)
H (-0.997, 6.949, -2.313)
C (4.688, 8.201, -0.953)
C (3.171, 7.761, -0.738)
O (2.994, 6.367, -0.657)
C (3.056, 5.537, -1.811)
O (3.032, 5.977, -2.965)
C (2.915, 4.047, -1.513)
F (3.912, 3.445, -2.123)
F (3.123, 3.746, -0.212)
F (1.842, 3.416, -2.003)
H (5.310, 7.422, -1.392)
H (5.176, 8.458, -0.013)
H (4.764, 9.051, -1.630)
H (2.652, 8.248, -1.564)
H (2.661, 8.291, 0.067)
C (-1.736, 10.742, 2.245)
C (-2.277, 10.412, 3.676)
O (-3.683, 10.212, 3.689)
C (-4.486, 11.258, 3.974)
O (-4.140, 12.426, 3.839)
C (-5.860, 10.890, 4.511)
F (-6.482, 10.094, 3.696)
F (-5.888, 10.400, 5.733)
F (-6.685, 11.998, 4.463)
H (-1.950, 9.938, 1.541)
H (-0.660, 10.909, 2.310)
H (-2.180, 11.652, 1.841)
H (-1.957, 11.122, 4.439)
H (-1.696, 9.494, 3.763)
C (-0.171, 2.725, 4.592)
C (-1.071, 2.971, 5.783)
O (-1.209, 1.833, 6.524)
C (-1.186, 1.813, 7.962)
O (-0.557, 2.655, 8.632)
C (-1.966, 0.676, 8.596)
F (-1.393, 0.074, 9.624)
F (-3.093, 1.132, 9.104)
F (-2.142, -0.248, 7.647)
H (0.820, 2.458, 4.958)
H (-0.131, 3.632, 3.988)
H (-0.531, 1.934, 3.933)
H (-2.120, 3.184, 5.575)
H (-0.623, 3.747, 6.404)
C (2.489, 5.386, 3.276)
C (2.494, 6.818, 2.599)
O (2.019, 7.957, 3.370)
C (2.973, 8.828, 3.900)
O (4.209, 8.670, 3.840)
C (2.256, 10.004, 4.611)
F (3.060, 11.088, 4.595)
F (1.178, 10.322, 3.853)
F (1.995, 9.793, 5.931)
H (3.013, 5.368, 4.232)
H (2.803, 4.593, 2.598)
H (1.470, 5.025, 3.414)
H (1.917, 6.770, 1.675)
H (3.509, 7.010, 2.251)
O (-4.357, 11.224, -1.577)
S (-3.618, 10.327, -2.542)
O (-2.165, 10.521, -2.612)
O (-4.050, 8.757, -2.359)
C (-4.131, 8.073, -3.522)
C (-4.226, 9.144, -4.695)
O (-4.284, 10.383, -4.032)
H (-3.170, 7.559, -3.541)
H (-4.943, 7.356, -3.639)
H (-5.102, 8.998, -5.327)
H (-3.353, 9.106, -5.347)
O (-1.536, 7.451, -6.320)
S (-0.238, 6.934, -5.876)
O (0.244, 7.200, -4.519)
O (0.002, 5.369, -6.299)
C (0.269, 5.250, -7.730)
C (1.043, 6.514, -8.142)
O (0.899, 7.340, -7.045)
H (0.964, 4.414, -7.807)
H (-0.714, 5.091, -8.175)
H (0.870, 6.991, -9.106)
H (2.078, 6.245, -8.355)
O (-6.077, 7.301, 1.135)
S (-4.795, 7.708, 1.709)
O (-4.365, 9.067, 1.420)
O (-4.767, 7.419, 3.361)
C (-3.574, 6.800, 3.849)
C (-2.754, 6.461, 2.610)
O (-3.542, 6.569, 1.473)
H (-2.967, 7.458, 4.471)
H (-3.859, 5.888, 4.374)
H (-2.370, 5.443, 2.537)
H (-1.853, 7.063, 2.492)

Here are the Löwdin charges for atoms 1 to 4, given in e: -0.05, -0.22, 0.03, -0.26